Entry 1:
The following is a DFT calculation (ωB97M-V with the def2-TZVPD basis set) of C44H34F2N10Sc as an isolated structure in a non-equilibrium geometry.

Spin multiplicity ... 1
Kohn-Sham gap ... 5.179 eV
LUMO ... -3.81 eV
Net charge ... +1

Element x y z (Å)
Sc (-0.017, -0.499, 0.179)
C (1.394, 2.241, -0.419)
N (1.590, 0.871, -0.884)
C (2.965, 0.403, -0.628)
C (3.022, 0.248, 0.880)
N (2.028, -0.186, 1.619)
C (2.532, -0.268, 2.912)
C (1.930, -0.599, 4.155)
C (2.705, -0.750, 5.269)
C (4.085, -0.425, 5.229)
C (4.665, 0.043, 4.064)
C (3.865, 0.103, 2.925)
N (4.154, 0.424, 1.611)
C (-0.064, 2.523, -0.290)
N (-0.637, 1.528, 0.661)
C (-1.476, 2.245, 1.486)
C (-2.379, 1.768, 2.453)
C (-3.110, 2.702, 3.203)
C (-2.911, 4.084, 3.059)
C (-2.044, 4.558, 2.040)
C (-1.322, 3.624, 1.311)
N (-0.270, 3.852, 0.365)
H (1.953, 2.965, -1.002)
H (1.727, 2.313, 0.643)
H (1.322, 0.729, -1.841)
H (3.710, 1.150, -0.884)
H (3.122, -0.527, -1.187)
H (0.865, -0.848, 4.094)
H (2.256, -1.048, 6.192)
H (4.734, -0.428, 6.053)
H (5.630, 0.506, 3.992)
H (5.070, 0.654, 1.231)
H (-2.535, 0.687, 2.612)
H (-3.838, 2.430, 3.912)
H (-3.415, 4.766, 3.705)
H (-1.794, 5.587, 1.998)
H (-0.381, 4.620, -0.240)
C (-1.241, -0.124, -5.529)
C (-1.660, -1.242, -4.873)
C (-1.091, -1.744, -3.714)
C (0.021, -1.069, -3.143)
C (0.510, 0.037, -3.870)
C (-0.091, 0.488, -5.032)
N (0.549, -1.406, -1.895)
C (1.517, -2.335, -1.843)
C (2.242, -2.823, -2.994)
C (3.265, -3.726, -2.858)
C (3.761, -4.106, -1.561)
C (3.087, -3.687, -0.457)
C (1.937, -2.886, -0.569)
N (1.071, -2.601, 0.424)
N (1.221, -3.198, 1.520)
C (0.102, -2.947, 2.359)
C (-0.063, -3.888, 3.396)
C (-1.182, -3.835, 4.131)
C (-2.123, -2.839, 3.840)
C (-1.850, -1.883, 2.877)
N (-0.747, -1.866, 2.133)
H (-1.714, 0.270, -6.387)
H (-2.572, -1.682, -5.277)
H (-1.557, -2.567, -3.182)
H (1.390, 0.564, -3.513)
H (0.347, 1.299, -5.592)
H (2.064, -2.400, -3.992)
H (3.756, -4.148, -3.774)
H (4.645, -4.748, -1.478)
H (3.427, -4.049, 0.484)
H (0.728, -4.684, 3.541)
H (-1.423, -4.590, 4.832)
H (-3.039, -2.802, 4.408)
H (-2.630, -1.164, 2.631)
F (-0.247, 4.362, -4.720)
C (-0.847, 3.492, -3.861)
C (-0.244, 3.376, -2.626)
C (-0.776, 2.525, -1.662)
C (-1.929, 1.762, -1.945)
C (-2.509, 1.963, -3.234)
F (-3.564, 1.212, -3.579)
C (-1.980, 2.804, -4.206)
C (-2.670, 0.845, -1.053)
C (-4.009, 1.107, -0.670)
C (-4.765, 0.147, -0.052)
C (-4.196, -1.036, 0.254)
C (-2.844, -1.213, -0.026)
N (-2.105, -0.334, -0.692)
H (0.594, 4.027, -2.358)
H (-2.501, 2.978, -5.167)
H (-4.410, 2.067, -1.001)
H (-5.826, 0.296, 0.174)
H (-4.666, -1.922, 0.701)
H (-2.294, -2.123, 0.203)

Entry 2:
The following is a DFT calculation (ωB97M-V with the def2-TZVPD basis set) of a 14-piece molecular cluster, C6H41NO13S overall in a non-equilibrium geometry.

Spin multiplicity ... 1
Kohn-Sham gap ... 9.033 eV
LUMO ... 0.18 eV

Element x y z (Å)
C (-0.836, 2.676, -0.605)
C (-1.343, 4.155, -0.716)
S (-3.061, 4.268, -1.184)
C (0.488, 2.725, 0.268)
N (0.680, 1.353, 0.764)
C (1.964, 1.319, 1.528)
C (2.168, 0.065, 2.368)
C (0.831, 0.370, -0.335)
H (-0.661, 2.405, -1.618)
H (-1.537, 2.044, -0.075)
H (-1.227, 4.662, 0.292)
H (-0.732, 4.677, -1.427)
H (-3.218, 3.969, -2.497)
H (1.248, 3.172, -0.371)
H (0.380, 3.235, 1.243)
H (2.876, 1.421, 0.831)
H (2.037, 2.177, 2.205)
H (2.252, 0.398, 3.415)
H (1.178, -0.422, 2.448)
H (2.860, -0.655, 2.051)
H (1.374, 0.866, -1.213)
H (1.607, -0.359, -0.165)
H (-0.149, 0.020, -0.599)
H (-0.636, -2.310, -2.468)
H (0.243, -1.387, -3.355)
O (-0.524, -1.404, -2.769)
H (-3.956, -0.943, -0.950)
H (-3.876, -0.077, 0.401)
O (-3.351, -0.649, -0.263)
H (4.823, -2.014, -1.154)
H (3.412, -2.486, -1.564)
O (3.972, -1.706, -1.514)
H (-5.041, 0.770, 2.145)
H (-4.213, 1.815, 1.496)
O (-4.676, 0.971, 1.271)
H (-2.406, 3.112, 1.475)
H (-2.142, 1.860, 2.202)
O (-2.798, 2.574, 2.172)
H (1.430, -2.782, 2.367)
H (2.155, -2.449, 1.039)
O (2.326, -2.701, 1.952)
H (0.678, -2.620, -0.785)
H (1.443, -3.930, -1.109)
O (1.448, -2.970, -1.267)
H (-0.893, -2.338, 2.930)
H (0.227, -2.886, 3.917)
O (-0.109, -2.895, 3.017)
H (4.458, 1.103, -1.372)
H (3.573, -0.109, -0.934)
O (3.961, 0.734, -0.636)
H (-0.871, -3.454, 1.000)
H (-1.528, -2.283, 0.348)
O (-0.941, -3.031, 0.132)
H (2.701, -1.840, -3.446)
H (2.003, -3.213, -3.324)
O (2.129, -2.462, -3.907)
H (-2.535, 0.290, -2.205)
H (-2.038, -0.438, -3.530)
O (-2.787, -0.205, -2.986)
H (-2.267, -0.747, 1.239)
H (-0.877, -0.471, 1.832)
O (-1.695, -0.968, 1.992)

Entry 3:
The following is a DFT calculation (ωB97M-V with the def2-TZVPD basis set) of a 2-piece molecular cluster, H3N2OS overall in a non-equilibrium geometry.

Spin multiplicity ... 1
Kohn-Sham gap (spin up / spin down) ... 6.804 / 6.803 eV
LUMO (spin up / spin down) ... 4.53 / 4.53 eV
Net charge ... -1

Element x y z (Å)
N (-0.132, -1.083, -0.492)
N (-0.922, 0.074, -0.628)
O (-0.857, 0.820, -1.598)
S (0.178, 1.443, 1.100)
H (0.792, -1.326, -0.756)
H (-0.410, -1.632, 0.371)
H (0.023, 2.420, 0.198)

Entry 4:
The following is a DFT calculation (ωB97M-V with the def2-TZVPD basis set) of C6H10OSi as an isolated structure in a non-equilibrium geometry.

Spin multiplicity ... 1
Kohn-Sham gap ... 9.377 eV
LUMO ... 0.43 eV

Element x y z (Å)
C (-1.885, 2.136, 0.663)
C (2.848, 0.496, -1.476)
C (-1.148, 1.524, -0.264)
C (1.502, 0.333, -1.470)
C (-0.607, -1.335, 0.070)
C (-0.756, -2.181, 1.351)
O (-1.035, -1.740, -0.979)
Si (0.336, 0.302, 0.066)
H (-2.862, 2.386, 0.358)
H (-1.500, 2.324, 1.616)
H (3.443, 0.426, -2.390)
H (3.442, 0.817, -0.506)
H (-1.601, 1.605, -1.286)
H (0.935, 0.059, -2.299)
H (-0.046, -3.064, 1.445)
H (-0.746, -1.385, 2.202)
H (-1.818, -2.637, 1.490)
H (1.497, -0.065, 1.408)

Entry 5:
The following is a DFT calculation (ωB97M-V with the def2-TZVPD basis set) of a 6-piece molecular cluster, C25H33NO20S6 overall in a non-equilibrium geometry.

Spin multiplicity ... 1
SMILES ... C=CCc1cccc2c1Sc1ccccc1N2.O=S1(=O)OCCO1.O=S1(=O)OCCO1.O=S1(=O)OCCO1.O=S1(=O)OCCO1.O=S1(=O)OCCO1
Kohn-Sham gap ... 7.614 eV
LUMO ... 0.40 eV

Element x y z (Å)
C (-4.148, 0.028, -2.667)
C (-3.014, -0.801, -2.442)
C (-2.425, -0.886, -0.956)
C (-2.969, 0.285, -0.058)
C (-4.040, 0.130, 0.999)
C (-4.516, 1.317, 1.800)
C (-3.951, 2.709, 1.575)
C (-2.896, 2.856, 0.503)
C (-2.411, 1.653, -0.288)
S (-1.125, 2.048, -1.554)
C (-1.768, 3.654, -2.206)
C (-1.700, 3.999, -3.657)
C (-2.282, 5.305, -4.102)
C (-2.899, 6.184, -3.057)
C (-2.953, 5.889, -1.594)
C (-2.360, 4.564, -1.140)
N (-2.362, 4.187, 0.259)
H (-5.113, -0.273, -2.172)
H (-4.026, 0.917, -3.352)
H (-2.591, -1.387, -3.310)
H (-2.714, -1.887, -0.495)
H (-1.301, -0.791, -0.983)
H (-4.462, -0.905, 1.124)
H (-5.333, 1.178, 2.574)
H (-4.299, 3.606, 2.173)
H (-1.211, 3.258, -4.363)
H (-2.245, 5.591, -5.196)
H (-3.366, 7.156, -3.412)
H (-3.440, 6.601, -0.861)
H (-2.781, 4.900, 0.859)
O (-1.437, -4.164, 0.461)
S (-0.498, -3.243, 1.012)
O (-0.879, -1.981, 1.547)
O (0.675, -3.009, -0.075)
C (1.938, -3.369, 0.495)
C (1.622, -4.437, 1.523)
O (0.387, -4.020, 2.119)
H (2.364, -2.480, 0.968)
H (2.616, -3.727, -0.277)
H (2.404, -4.534, 2.278)
H (1.456, -5.408, 1.046)
O (-4.722, 8.713, -3.328)
S (-5.780, 9.018, -4.231)
O (-7.143, 8.749, -3.939)
O (-5.418, 8.366, -5.667)
C (-5.374, 9.389, -6.663)
C (-4.969, 10.650, -5.920)
O (-5.647, 10.571, -4.665)
H (-6.373, 9.488, -7.095)
H (-4.664, 9.127, -7.447)
H (-5.252, 11.556, -6.454)
H (-3.894, 10.665, -5.723)
O (4.317, -3.221, -1.803)
S (4.860, -2.321, -2.763)
O (6.229, -2.334, -3.141)
O (4.455, -0.817, -2.327)
C (3.712, -0.196, -3.377)
C (3.010, -1.334, -4.096)
O (3.958, -2.404, -4.103)
H (4.417, 0.315, -4.038)
H (3.009, 0.530, -2.968)
H (2.721, -1.069, -5.112)
H (2.128, -1.667, -3.542)
O (6.362, -5.686, 2.462)
S (5.073, -5.968, 2.993)
O (4.006, -5.023, 2.967)
O (5.253, -6.500, 4.506)
C (4.683, -7.803, 4.623)
C (4.802, -8.422, 3.241)
O (4.542, -7.350, 2.337)
H (3.635, -7.690, 4.918)
H (5.211, -8.382, 5.380)
H (4.095, -9.236, 3.087)
H (5.817, -8.783, 3.056)
O (4.630, -5.400, 5.805)
S (4.215, -4.065, 6.141)
O (4.086, -3.037, 5.172)
O (5.158, -3.528, 7.345)
C (4.350, -3.179, 8.469)
C (3.126, -4.074, 8.377)
O (2.831, -4.152, 6.982)
H (4.075, -2.124, 8.378)
H (4.902, -3.329, 9.397)
H (2.276, -3.674, 8.928)
H (3.348, -5.084, 8.733)

Entry 6:
The following is a DFT calculation (ωB97M-V with the def2-TZVPD basis set) of C30H47BO2P2Tm as an isolated structure in a non-equilibrium geometry.

Spin multiplicity ... 3
Kohn-Sham gap (spin up / spin down) ... 5.245 / 5.343 eV
LUMO (spin up / spin down) ... -3.40 / -3.40 eV
Net charge ... +1

Element x y z (Å)
Tm (0.442, -0.755, -3.051)
C (-0.567, -2.381, -0.283)
C (0.802, -2.656, -0.609)
C (0.754, -0.816, 0.768)
C (-0.602, -1.197, 0.498)
C (1.615, -1.717, 0.089)
C (-1.670, -3.337, -0.580)
H (-1.403, -3.954, -1.452)
H (-2.636, -2.854, -0.786)
H (-1.839, -4.031, 0.266)
C (-1.807, -0.577, 1.110)
H (-2.730, -0.992, 0.682)
H (-1.842, 0.512, 0.941)
H (-1.801, -0.755, 2.203)
C (1.175, 0.176, 1.791)
H (0.688, -0.053, 2.756)
H (0.907, 1.208, 1.520)
H (2.267, 0.146, 1.928)
C (3.093, -1.834, 0.198)
H (3.410, -2.391, 1.102)
H (3.594, -0.855, 0.234)
H (3.482, -2.396, -0.666)
C (1.277, -3.954, -1.144)
H (1.447, -4.663, -0.309)
H (2.221, -3.819, -1.690)
H (0.518, -4.387, -1.811)
C (-1.469, 0.629, -5.761)
C (-1.697, -0.696, -5.831)
C (-0.910, -1.788, -6.464)
C (0.636, -1.696, -6.356)
C (1.100, -1.117, -5.045)
C (1.128, 0.331, -4.719)
C (0.936, 1.433, -5.724)
C (-0.388, 1.360, -6.486)
H (-1.186, -1.870, -7.535)
H (1.047, -1.138, -7.209)
H (-1.242, -2.719, -5.964)
H (-0.207, 0.912, -7.474)
H (-2.288, 1.275, -5.407)
H (-2.723, -1.021, -5.633)
H (-0.749, 2.385, -6.670)
H (0.994, 2.397, -5.207)
H (2.032, 0.584, -4.123)
H (1.775, 1.397, -6.430)
H (1.039, -2.719, -6.438)
H (1.944, -1.700, -4.585)
P (-1.872, 1.158, -1.700)
P (0.969, 3.241, -1.143)
C (-1.270, 2.417, -2.945)
C (-0.136, 3.440, -2.631)
H (-2.192, 2.983, -3.148)
H (-1.037, 1.850, -3.869)
H (0.560, 3.493, -3.483)
H (-0.567, 4.451, -2.531)
C (2.356, 4.399, -1.134)
H (3.315, 3.874, -1.094)
H (2.280, 5.031, -0.243)
H (2.350, 5.045, -2.015)
C (1.615, 1.533, -1.425)
H (2.700, 1.494, -1.277)
H (1.410, 1.226, -2.488)
H (1.203, 0.866, -0.664)
C (-3.628, 1.516, -1.334)
H (-4.155, 0.562, -1.162)
H (-4.071, 2.061, -2.179)
H (-3.678, 2.131, -0.425)
C (-2.163, -0.424, -2.633)
H (-1.786, -1.291, -2.062)
H (-1.863, -0.457, -3.705)
H (-3.231, -0.633, -2.706)
O (-1.514, 3.274, 0.404)
B (-0.106, 3.389, 0.447)
O (0.299, 3.755, 1.758)
C (-0.860, 3.949, 2.452)
C (-1.035, 4.496, 3.711)
C (-2.354, 4.649, 4.159)
C (-3.440, 4.258, 3.369)
C (-3.259, 3.709, 2.091)
C (-1.951, 3.607, 1.655)
H (-0.160, 4.776, 4.287)
H (-2.542, 5.059, 5.151)
H (-4.461, 4.369, 3.738)
H (-4.097, 3.372, 1.477)

Entry 7:
The following is a DFT calculation (ωB97M-V with the def2-TZVPD basis set) of an isolated ion of composition C5H12NO and charge -1 in a non-equilibrium geometry.

Spin multiplicity ... 1
SMILES ... CCCNCC[O-]
Kohn-Sham gap ... 5.776 eV
LUMO ... 3.53 eV
Net charge ... -1

Element x y z (Å)
C (0.069, 2.219, -1.461)
C (1.082, 1.540, -0.576)
C (0.587, 0.530, 0.565)
N (-0.715, -0.085, 0.015)
C (-0.726, -1.575, -0.079)
C (-0.496, -2.544, 1.234)
O (-1.454, -3.563, 1.413)
H (-0.580, 2.802, -0.714)
H (0.511, 3.033, -2.069)
H (-0.459, 1.679, -2.172)
H (1.750, 1.049, -1.378)
H (1.578, 2.339, -0.009)
H (0.190, 0.974, 1.614)
H (1.403, -0.286, 0.685)
H (-1.450, 0.375, 0.547)
H (-0.024, -1.946, -0.783)
H (-1.711, -1.905, -0.383)
H (0.652, -2.912, 1.349)
H (-0.208, -1.726, 2.203)

Entry 8:
The following is a DFT calculation (ωB97M-V with the def2-TZVPD basis set) of C17H25BrCl2N3O3PTa as an isolated structure in a non-equilibrium geometry.

Spin multiplicity ... 1
Kohn-Sham gap ... 7.391 eV
LUMO ... -9.94 eV
Net charge ... +3

Element x y z (Å)
Ta (0.240, -0.128, -0.137)
N (-0.128, -0.027, 2.044)
H (-0.600, 0.842, 2.289)
H (0.769, -0.019, 2.531)
H (-0.671, -0.781, 2.467)
Br (0.609, -1.593, -2.469)
C (-0.995, -2.324, -1.756)
C (-1.704, -3.323, -2.369)
C (-2.842, -3.763, -1.696)
C (-3.196, -3.189, -0.480)
C (-2.413, -2.184, 0.044)
N (-1.305, -1.748, -0.592)
H (-1.395, -3.743, -3.316)
H (-3.446, -4.553, -2.126)
H (-4.076, -3.517, 0.057)
H (-2.666, -1.698, 0.977)
C (-3.789, 4.333, -2.733)
C (-3.655, 3.559, -1.457)
O (-2.235, 3.050, -1.370)
P (-1.798, 1.719, -0.714)
O (-0.555, 2.065, 0.337)
C (-0.331, 3.304, 1.163)
C (0.317, 4.382, 0.344)
O (-0.608, 1.083, -1.742)
C (0.208, 1.961, -2.683)
C (-0.437, 1.963, -4.036)
H (-4.758, 4.833, -2.729)
H (-3.746, 3.685, -3.607)
H (-3.020, 5.101, -2.808)
H (-4.308, 2.689, -1.412)
H (-3.795, 4.171, -0.569)
H (0.316, 2.975, 1.975)
H (-1.302, 3.578, 1.573)
H (1.257, 4.036, -0.087)
H (0.550, 5.214, 1.012)
H (-0.338, 4.754, -0.441)
H (1.200, 1.515, -2.674)
H (0.255, 2.943, -2.217)
H (-0.447, 0.970, -4.481)
H (0.145, 2.620, -4.686)
H (-1.454, 2.352, -3.996)
Cl (1.373, -2.327, 0.758)
C (3.073, -1.779, 0.554)
C (4.133, -2.614, 0.772)
C (5.397, -2.054, 0.557)
C (5.554, -0.739, 0.144)
C (4.444, 0.073, -0.068)
Cl (4.615, 1.698, -0.589)
C (3.178, -0.452, 0.146)
N (1.963, 0.224, -0.030)
H (4.014, -3.640, 1.091)
H (6.274, -2.667, 0.719)
H (6.542, -0.330, -0.018)

Entry 9:
The following is a DFT calculation (ωB97M-V with the def2-TZVPD basis set) of C37H33IN3P2RhS as an isolated structure.

Spin multiplicity ... 1
Kohn-Sham gap ... 6.795 eV
LUMO ... -6.18 eV
Net charge ... +2

Element x y z (Å)
Rh (-0.242, 1.092, -0.326)
I (-2.275, 2.694, -0.979)
C (-2.806, 2.767, 1.042)
C (-3.891, 3.506, 1.405)
C (-4.251, 3.564, 2.764)
C (-3.516, 2.883, 3.688)
C (-2.391, 2.109, 3.314)
C (-1.651, 1.409, 4.292)
C (-0.569, 0.668, 3.928)
C (-0.189, 0.584, 2.574)
C (-0.870, 1.241, 1.581)
C (-2.004, 2.033, 1.943)
H (-4.473, 4.046, 0.670)
H (-5.108, 4.152, 3.061)
H (-3.783, 2.925, 4.736)
H (-1.954, 1.482, 5.328)
H (0.011, 0.137, 4.672)
H (0.695, 0.001, 2.357)
N (-0.174, -1.858, 0.189)
P (1.146, -0.753, -0.004)
C (2.332, -1.305, 1.221)
C (2.198, -2.521, 1.890)
C (3.167, -2.904, 2.805)
C (4.257, -2.083, 3.056)
C (4.395, -0.875, 2.383)
C (3.434, -0.485, 1.467)
C (1.746, -1.065, -1.668)
C (2.208, -2.318, -2.065)
C (2.586, -2.518, -3.381)
C (2.511, -1.473, -4.297)
C (2.059, -0.222, -3.903)
C (1.684, -0.016, -2.583)
P (-1.417, -0.830, -0.399)
C (-1.780, -1.437, -2.051)
C (-1.999, -2.805, -2.221)
C (-2.271, -3.305, -3.483)
C (-2.327, -2.445, -4.574)
C (-2.112, -1.085, -4.407)
C (-1.838, -0.580, -3.145)
C (-2.866, -1.055, 0.625)
C (-2.786, -1.454, 1.957)
C (-3.943, -1.587, 2.706)
C (-5.177, -1.303, 2.136)
C (-5.258, -0.886, 0.813)
C (-4.106, -0.762, 0.055)
H (-0.316, -2.114, 1.162)
H (1.374, -3.190, 1.682)
H (3.071, -3.850, 3.319)
H (5.004, -2.388, 3.776)
H (5.251, -0.242, 2.577)
H (3.535, 0.454, 0.936)
H (2.255, -3.132, -1.352)
H (2.942, -3.489, -3.698)
H (2.812, -1.638, -5.322)
H (2.006, 0.587, -4.619)
H (1.362, 0.978, -2.265)
H (-1.956, -3.474, -1.370)
H (-2.444, -4.364, -3.618)
H (-2.540, -2.840, -5.558)
H (-2.162, -0.418, -5.258)
H (-1.672, 0.483, -3.018)
H (-1.833, -1.646, 2.435)
H (-3.881, -1.908, 3.737)
H (-6.078, -1.412, 2.723)
H (-6.220, -0.666, 0.370)
H (-4.173, -0.454, -0.982)
S (1.215, 3.096, 0.060)
C (2.749, 3.027, -0.702)
N (2.994, 3.283, -1.980)
C (4.425, 3.283, -2.298)
C (5.067, 2.978, -0.924)
N (3.892, 2.798, -0.063)
H (2.260, 3.524, -2.623)
H (4.728, 4.255, -2.683)
H (4.657, 2.523, -3.041)
H (5.681, 3.802, -0.567)
H (5.671, 2.073, -0.944)
H (3.921, 2.717, 0.939)